1.
{"formula": "C4H14NO3S2", "method": "wB97M-V/def2-TZVPD", "e_tot_ev": -33668.398, "homo_ev": -13.31, "mol_weight_da": 188.294, "spin_multiplicity": 1, "charge": 1, "gap_ev": 9.0, "species": ["N", "C", "S", "H", "H", "H", "H", "H", "H", "O", "S", "O", "O", "C", "C", "C", "H", "H", "H", "H", "H", "H", "H", "H"], "coordinates": [[-2.99189, -1.90807, 2.27882], [-2.60489, -3.25719, 1.70782], [-1.62741, -2.88467, 0.11912], [-2.65172, -1.76629, 3.25550], [-4.00667, -1.69370, 2.16567], [-1.88355, -3.85717, 2.44353], [-3.53846, -3.92804, 1.39309], [-0.29887, -2.53220, 0.43482], [-2.22583, -1.79475, -0.56852], [2.92730, 1.75661, 0.64802], [2.44530, 2.18605, -0.64767], [1.79487, 3.46369, -0.84153], [1.49962, 1.01662, -1.27607], [0.41420, 0.52848, -0.50192], [-0.77062, 1.47440, -0.55385], [3.77326, 2.04776, -1.81819], [0.72436, 0.33876, 0.53116], [0.12188, -0.43450, -0.93297], [-0.54557, 2.41372, -0.03984], [-1.64453, 1.02602, -0.07293], [-1.02280, 1.72493, -1.58918], [4.22529, 1.05851, -1.72488], [4.51032, 2.81966, -1.58655], [3.37642, 2.20138, -2.82343]]}

---

2.
{"formula": "C3H2N2O2", "method": "wB97M-V/def2-TZVPD", "e_tot_ev": -10216.786, "homo_ev": -11.39, "smiles": "[H]/N=C(/C#N)OC=O", "mol_weight_da": 98.061, "spin_multiplicity": 1, "charge": 0, "gap_ev": 11.3, "species": ["N", "C", "O", "C", "O", "C", "N", "H", "H"], "coordinates": [[-1.36847, -0.58526, -0.67971], [-0.72463, 0.30839, -0.09403], [0.61603, 0.44678, 0.23120], [1.53439, -0.46338, -0.17033], [1.31720, -1.46407, -0.78355], [-1.41427, 1.33888, 0.65018], [-1.81597, 1.50919, 1.71202], [-0.76159, -1.33202, -0.99974], [2.51928, -0.11669, 0.17075]]}